Computed, not measured: 2 unconnected molecules or ions with the total composition C7H8BFN2O4 at a distorted geometry, with ωB97M-V/def2-TZVPD.

Its maximum force is 1.601 eV/Å. The value obtained for the frontier orbital gap is 3.10 eV. The value obtained for the HOMO energy is 0.0636 Ha.

```
! RIJCOSX wB97M-V def2-TZVPD def2/J DEFGRID3
* xyz -2 1
C 2.198 -0.885 0.022
C 1.597 0.175 0.978
B 0.068 0.488 0.796
O -0.366 1.773 0.984
C -1.068 -0.581 0.340
C -0.938 -0.729 -1.083
N -0.957 -0.552 -2.213
C -1.190 -1.908 1.092
F 0.000 -2.428 1.542
C -2.159 -1.826 2.199
N -2.868 -1.681 3.089
H 2.322 -1.830 0.552
H 1.622 -1.040 -0.884
H 3.207 -0.580 -0.246
H 2.129 1.112 0.817
H 1.798 -0.109 2.017
H -0.305 2.215 0.086
H -2.024 -0.075 0.482
H -1.608 -2.643 0.401
C -0.390 2.782 -2.751
O -1.653 2.822 -2.517
O 0.474 2.494 -1.776
O 0.111 3.005 -3.923
*
```